(A)
Formula: C6H12N2O2
Source: OMol25
Level of theory: ωB97M-V with the def2-TZVPD basis set

The geometry in XYZ format:
```
22
Properties=species:S:1:pos:R:3
C 0.58 2.05 2.03
C 0.30 0.69 1.37
C -1.18 0.52 1.06
N -1.48 -0.87 0.72
C -0.46 -0.96 -1.23
O -0.51 -2.20 -1.41
C 0.84 -0.32 -0.93
C 1.20 0.40 0.17
N 2.48 0.84 0.33
H 0.54 2.89 1.32
H -0.17 2.24 2.80
H 1.57 2.06 2.52
H 0.55 -0.08 2.12
H -1.77 0.87 1.92
H -1.45 1.12 0.18
H -0.83 -1.54 1.11
H 1.61 -0.53 -1.68
H 3.13 0.74 -0.45
H 2.67 1.59 0.97
O -1.32 -0.23 -2.03
H -2.40 -0.99 0.30
H -1.12 0.71 -1.96
```

SMILES: C[C@@H](CN)/C(N)=C\C(=O)O
molar mass: 144.17 g/mol

And the natural (NBO) charges, in e, turn out to be:
1. C -0.610
2. C -0.276
3. C -0.200
4. N -0.829
5. C 0.774
6. O -0.643
7. C -0.457
8. C 0.237
9. N -0.811
10. H 0.213
11. H 0.224
12. H 0.207
13. H 0.214
14. H 0.179
15. H 0.178
16. H 0.410
17. H 0.229
18. H 0.390
19. H 0.387
20. O -0.705
21. H 0.415
22. H 0.474

(B)
Formula: C6H12N2O2
Source: OMol25
Level of theory: ωB97M-V with the def2-TZVPD basis set

The geometry in XYZ format:
```
22
Properties=species:S:1:pos:R:3
C -2.78 -0.45 -0.06
N -1.52 -0.37 -0.79
C -0.38 0.18 -0.06
C -0.12 -0.45 1.31
C 0.83 0.00 -1.01
C 2.07 0.63 -0.53
N 2.60 1.43 0.21
C -0.67 1.67 0.03
O -0.78 2.30 1.06
H -3.07 0.55 0.29
H -3.56 -0.82 -0.73
H -2.75 -1.12 0.82
H -1.30 -1.28 -1.18
H 0.05 -1.53 1.20
H 0.76 -0.01 1.79
H -0.96 -0.27 1.99
H 1.00 -1.07 -1.18
H 0.59 0.43 -2.00
H -0.83 2.17 -0.95
O 3.59 -0.85 0.00
H 3.38 -1.50 -0.68
H 3.85 0.34 0.49
```

molar mass: 144.17 g/mol

And the natural (NBO) charges, in e, turn out to be:
1. C -0.417
2. N -0.626
3. C 0.015
4. C -0.641
5. C -0.526
6. C 0.473
7. N -0.475
8. C 0.439
9. O -0.497
10. H 0.204
11. H 0.211
12. H 0.176
13. H 0.362
14. H 0.212
15. H 0.244
16. H 0.232
17. H 0.252
18. H 0.266
19. H 0.120
20. O -1.160
21. H 0.519
22. H 0.617

The least stable of them is (B).